{"formula": "C30H39N2O3S", "method": "wB97M-V/def2-TZVPD", "e_tot_ev": -51695.267, "mol_weight_g_mol": 507.720, "charge": 1, "gap_ev": 8.712, "homo_ev": -11.564, "de_lowest_ev": 0.000, "species": ["C", "C", "C", "C", "C", "C", "C", "C", "C", "C", "C", "O", "C", "N", "C", "N", "C", "C", "C", "S", "H", "H", "H", "H", "H", "H", "H", "H", "H", "H", "H", "H", "H", "H", "H", "H", "H", "H", "H", "H", "H", "H", "H", "H", "H", "H", "H", "H", "H", "H", "H", "C", "C", "C", "C", "C", "C", "C", "O", "C", "C", "C", "C", "C", "C", "C", "O", "H", "H", "H", "H", "H", "H", "H", "H"], "xyz": [[3.2599, 1.5232, 0.9400], [2.0246, 0.9508, 1.6632], [0.9221, 1.9711, 1.9517], [0.4199, 2.8185, 0.7539], [-0.8280, 2.3167, 0.1083], [-2.0828, 2.8868, 0.2155], [-2.5716, 4.1476, 0.8417], [-1.8975, 5.4337, 0.3158], [-1.5267, 5.3987, -1.1823], [-0.0200, 5.5258, -1.4628], [0.4450, 4.6081, -2.5686], [1.8023, 4.9000, -2.8410], [2.4108, 3.9174, -3.6391], [-2.9493, 2.0343, -0.4461], [-2.2657, 1.0269, -0.9788], [-0.9754, 1.1861, -0.6855], [0.1143, 0.3148, -1.1435], [-0.0522, -0.1306, -2.6088], [1.0869, 0.3207, -3.5144], [2.6969, -0.4049, -3.1313], [3.4678, 0.9631, 0.0330], [3.1498, 2.5768, 0.6993], [4.1342, 1.4363, 1.5770], [2.3541, 0.5721, 2.6286], [1.6056, 0.0906, 1.1497], [1.2430, 2.6498, 2.7378], [0.0574, 1.4427, 2.3584], [0.1368, 3.7802, 1.1678], [1.2094, 3.0043, 0.0289], [-2.3987, 4.0687, 1.9169], [-3.6496, 4.2324, 0.7326], [-2.6046, 6.2435, 0.4777], [-1.0350, 5.6885, 0.9249], [-1.9391, 4.5185, -1.6752], [-2.0088, 6.2541, -1.6488], [0.2080, 6.5410, -1.7808], [0.5856, 5.3538, -0.5755], [-0.1416, 4.7786, -3.4781], [0.3619, 3.5479, -2.2922], [3.4550, 4.1838, -3.7722], [1.9570, 3.8636, -4.6320], [2.3826, 2.9311, -3.1638], [-3.9442, 2.1609, -0.5319], [-2.6549, 0.2124, -1.5594], [1.0216, 0.9085, -1.0784], [0.2135, -0.5276, -0.4704], [-0.1104, -1.2165, -2.6317], [-0.9806, 0.2469, -3.0362], [1.1427, 1.4056, -3.5817], [0.8694, -0.0400, -4.5172], [2.9577, 0.2475, -1.9918], [-2.2746, -2.2773, 1.5201], [-3.0920, -2.9438, 2.4285], [-2.7645, -4.2224, 2.8461], [-1.6229, -4.8431, 2.3525], [-0.8144, -4.1809, 1.4318], [-1.1410, -2.8965, 1.0233], [0.3987, -4.8314, 0.8560], [1.0966, -4.2335, 0.0620], [0.7122, -6.2196, 1.2822], [1.8089, -6.8665, 0.7269], [2.1219, -8.1560, 1.1214], [1.3452, -8.8028, 2.0766], [0.2487, -8.1647, 2.6318], [-0.0763, -6.8749, 2.2338], [-1.2744, -6.2171, 2.8255], [-1.9524, -6.7698, 3.6624], [-2.5283, -1.2723, 1.2020], [-3.9829, -2.4643, 2.8117], [-3.3890, -4.7472, 3.5555], [-0.4971, -2.3935, 0.3152], [2.4106, -6.3563, -0.0123], [2.9738, -8.6603, 0.6855], [1.5956, -9.8084, 2.3863], [-0.3614, -8.6624, 3.3724]], "forces_ev_per_a": [[-0.2646, -0.3070, 0.2361], [0.1497, 0.3348, 0.2591], [-0.2945, -0.2201, -0.2757], [-0.0497, -0.2562, 0.3391], [-0.8537, 0.6089, -0.0516], [0.2565, -0.6318, -0.0465], [0.4931, 0.1161, 0.4864], [-0.3246, -0.1006, -0.3293], [0.1790, 0.5869, 0.2822], [-0.1191, -0.0654, -0.1917], [0.5329, 0.2890, -0.2309], [-0.0905, -0.1298, 0.2713], [0.2777, 0.1121, -0.1734], [0.5170, -0.0250, -0.0791], [0.4637, -0.1239, -0.0779], [-0.3972, 0.1332, 0.3537], [0.0677, 0.2069, -0.6376], [0.0623, -0.2308, 0.1971], [-0.1849, -0.1193, -0.0240], [0.1274, -0.0823, -0.0512], [0.1178, 0.0910, -0.1774], [0.0080, 0.1025, -0.1324], [0.1461, 0.0092, -0.0205], [-0.0976, -0.1434, 0.0826], [0.0546, -0.0920, -0.1962], [0.1801, 0.1313, -0.0168], [-0.0259, -0.0222, 0.1539], [0.0482, 0.2606, -0.1426], [0.0718, 0.0063, -0.1352], [-0.0701, 0.0776, 0.0768], [-0.1353, -0.1779, -0.1991], [-0.0536, 0.0613, 0.1281], [0.1916, -0.0921, -0.0039], [-0.0064, -0.1565, 0.0073], [-0.1488, -0.0493, -0.1868], [0.0482, 0.1034, 0.0302], [-0.0014, -0.1348, 0.1206], [-0.1852, -0.1371, -0.0497], [-0.1973, -0.1127, 0.1066], [0.0571, 0.1139, 0.0524], [-0.1513, -0.1035, -0.0573], [-0.0535, -0.0145, 0.0521], [-0.0720, 0.0355, -0.0167], [-0.1764, -0.0092, -0.0303], [0.0665, 0.0772, 0.2631], [-0.0401, -0.0644, 0.1123], [-0.0193, -0.0922, -0.0777], [-0.1025, 0.0826, 0.0443], [0.0170, -0.0011, 0.0721], [0.0576, 0.0025, -0.1269], [-0.0535, 0.0941, 0.0119], [0.0097, -0.0599, 0.0244], [0.0262, 0.0115, -0.0204], [-0.0748, 0.0983, 0.0174], [0.0415, 0.0177, -0.0452], [0.0158, -0.1046, 0.0156], [-0.1564, 0.2495, 0.0104], [0.1372, 0.0279, -0.0926], [-0.0265, 0.0133, 0.0095], [-0.0800, 0.0075, 0.0499], [0.0815, -0.0769, -0.0166], [-0.0282, -0.0148, 0.0327], [0.0185, 0.0335, -0.0294], [0.0539, -0.1043, 0.0059], [-0.0021, 0.1027, -0.0632], [-0.0495, -0.1032, 0.1024], [-0.0035, 0.0150, -0.0187], [-0.0121, 0.0077, 0.0160], [-0.0020, 0.0018, 0.0099], [0.0511, -0.0683, 0.0099], [0.0612, -0.1147, -0.0319], [-0.0369, 0.0717, 0.0055], [0.0075, -0.0038, 0.0019], [0.0019, -0.0076, -0.0007], [-0.0569, 0.0580, 0.0061]]}